Below is a molecular structure, C2H6O2Rb in a non-equilibrium geometry, with properties calculated with the ωB97M-V functional and the def2-TZVPD basis.

Geometry (Å):
Rb  -1.570  15.889  -16.229
C  2.603  15.277  -12.585
C  2.887  16.852  -12.388
O  3.173  17.413  -13.687
O  1.233  14.853  -12.658
H  3.003  14.768  -11.708
H  3.165  14.797  -13.386
H  3.822  16.972  -11.841
H  2.069  17.290  -11.816
H  3.143  18.372  -13.710
H  1.090  14.060  -12.138

Summary:
gap between HOMO and LUMO	8.5696	eV
energy above the lowest of the compared OMol25 structures with the same formula, charge and spin	121.72	kJ/mol
2S+1	1
HOMO energy	-12.805	eV
total charge	+1

***

Below is 7 unconnected molecules or ions with the total composition C29H51ClNO19PSi in a non-equilibrium geometry, with properties calculated with the ωB97M-V functional and the def2-TZVPD basis.

Geometry (Å):
C  3.621  2.574  0.162
C  2.584  2.150  -0.896
C  1.588  3.253  -1.322
N  0.919  3.947  -0.193
Si  -0.759  3.345  -0.043
C  -0.778  1.595  0.693
C  -0.987  0.472  -0.380
P  -1.751  4.850  1.308
O  -1.290  6.326  0.601
Cl  -3.824  4.545  1.026
H  3.173  3.004  1.075
H  4.330  3.316  -0.220
H  4.115  1.651  0.498
H  3.154  1.879  -1.800
H  2.007  1.256  -0.626
H  0.796  2.739  -1.904
H  2.012  3.995  -2.017
H  1.344  3.722  0.701
H  -1.420  3.330  -1.365
H  0.234  1.419  1.104
H  -1.477  1.457  1.531
H  -2.017  0.455  -0.757
H  -0.260  0.563  -1.201
H  -0.750  -0.489  0.102
H  -0.757  6.131  -0.172
C  4.849  -2.155  4.447
C  4.294  -1.452  3.232
C  3.371  -0.306  3.547
O  2.533  -0.269  2.386
C  2.478  -1.535  1.905
O  1.700  -1.911  1.090
O  3.423  -2.316  2.482
H  5.401  -3.041  4.148
H  5.511  -1.498  5.012
H  4.041  -2.490  5.104
H  5.110  -1.141  2.573
H  3.896  0.638  3.680
H  2.740  -0.492  4.421
C  -6.007  6.556  -0.162
C  -6.550  7.229  -1.401
C  -7.499  8.363  -1.123
O  -8.315  8.365  -2.299
C  -8.340  7.090  -2.761
O  -9.091  6.686  -3.582
O  -7.388  6.336  -2.152
H  -5.429  5.672  -0.429
H  -5.369  7.233  0.405
H  -6.822  6.217  0.483
H  -5.728  7.546  -2.051
H  -6.995  9.319  -0.995
H  -8.142  8.178  -0.258
C  0.576  -1.892  -3.257
C  1.189  -0.718  -3.981
C  1.548  -1.002  -5.414
O  2.623  -0.079  -5.637
C  3.228  0.112  -4.440
O  4.281  0.640  -4.294
O  2.471  -0.379  -3.427
H  0.452  -1.665  -2.197
H  -0.396  -2.146  -3.678
H  1.223  -2.766  -3.319
H  0.541  0.161  -3.895
H  0.727  -0.820  -6.104
H  1.926  -2.017  -5.565
C  9.248  -6.812  5.199
C  8.568  -5.471  5.347
C  7.076  -5.554  5.510
O  6.633  -4.291  4.986
C  7.567  -3.930  4.050
O  7.431  -3.063  3.254
O  8.678  -4.699  4.146
H  10.304  -6.682  4.963
H  9.163  -7.395  6.117
H  8.809  -7.382  4.378
H  9.029  -4.900  6.158
H  6.771  -5.669  6.548
H  6.623  -6.349  4.912
C  -8.281  2.138  -0.706
C  -7.243  1.067  -0.461
C  -5.865  1.602  -0.181
O  -5.030  0.528  -0.631
C  -5.709  -0.105  -1.620
O  -5.232  -0.896  -2.363
O  -7.008  0.288  -1.645
H  -9.224  1.692  -1.021
H  -8.454  2.724  0.198
H  -7.965  2.811  -1.506
H  -7.578  0.387  0.329
H  -5.695  1.811  0.873
H  -5.623  2.493  -0.767
C  -1.129  -5.314  -0.354
C  -1.182  -5.701  -1.814
C  -0.429  -6.962  -2.142
O  -0.078  -6.752  -3.513
C  0.030  -5.412  -3.687
O  0.520  -4.895  -4.636
O  -0.494  -4.741  -2.630
H  -1.585  -4.335  -0.201
H  -1.654  -6.046  0.261
H  -0.096  -5.239  -0.008
H  -2.220  -5.752  -2.156
H  -1.032  -7.861  -2.027
H  0.493  -7.071  -1.563

Summary:
gap between HOMO and LUMO	8.9946	eV
2S+1	1
HOMO energy	-8.607	eV
SMILES	CCCN[Si@@H](CC)P(O)Cl.C[C@@H]1COC(=O)O1.C[C@@H]1COC(=O)O1.C[C@@H]1COC(=O)O1.C[C@@H]1COC(=O)O1.C[C@@H]1COC(=O)O1.C[C@@H]1COC(=O)O1

***

Below is C23H30O7 in the gas phase, with properties calculated with the ωB97M-V functional and the def2-TZVPD basis.

Geometry (Å):
C  5.677  -3.294  -0.526
C  5.451  -2.941  0.924
O  5.452  -3.757  1.800
O  5.160  -1.635  1.194
C  6.134  -0.664  0.771
C  5.457  0.573  0.204
C  4.413  0.284  -0.870
C  3.735  1.556  -1.428
C  2.226  1.561  -1.189
C  1.858  1.748  0.296
C  1.381  3.157  0.642
C  0.069  3.578  -0.022
C  -1.209  2.910  0.432
C  -2.394  3.257  -0.086
C  -3.658  2.579  0.306
O  -4.732  3.135  0.255
C  -3.501  1.169  0.747
C  -4.510  0.224  0.603
C  -4.299  -1.079  1.006
O  -5.288  -2.010  0.880
C  -5.067  -2.987  -0.138
C  -5.570  -2.578  -1.521
C  -6.909  -1.848  -1.483
O  -4.569  -1.869  -2.246
C  -3.078  -1.438  1.604
O  -2.936  -2.731  1.991
C  -2.083  -0.488  1.779
C  -2.291  0.808  1.331
C  -1.238  1.849  1.495
O  -0.503  1.859  2.455
H  5.008  -4.113  -0.782
H  6.704  -3.627  -0.666
H  5.483  -2.453  -1.185
H  6.704  -0.389  1.660
H  6.834  -1.105  0.058
H  5.006  1.120  1.035
H  6.245  1.200  -0.219
H  3.666  -0.403  -0.472
H  4.920  -0.233  -1.689
H  4.172  2.425  -0.928
H  3.943  1.625  -2.495
H  1.830  0.600  -1.530
H  1.746  2.315  -1.816
H  2.750  1.549  0.895
H  1.135  0.991  0.602
H  2.154  3.854  0.302
H  1.301  3.282  1.720
H  -0.051  4.658  0.087
H  0.154  3.401  -1.097
H  -2.490  4.044  -0.826
H  -5.463  0.519  0.184
H  -4.002  -3.211  -0.221
H  -5.579  -3.896  0.177
H  -5.712  -3.513  -2.069
H  -7.007  -1.201  -2.354
H  -7.034  -1.258  -0.578
H  -7.728  -2.567  -1.533
H  -4.664  -0.927  -2.076
H  -2.050  -2.858  2.347
H  -1.155  -0.759  2.268

Summary:
gap between HOMO and LUMO	8.1767	eV
2S+1	1
HOMO energy	-8.975	eV
SMILES	CC(=O)OCCCCCCCCC1=CC(=O)c2cc(OC[C@@H](C)O)c(O)cc2C1=O

***

Below is a molecular structure, C12H28MnN2O4 in a non-equilibrium geometry, with properties calculated with the ωB97M-V functional and the def2-TZVPD basis.

Geometry (Å):
Mn  -1.283  -0.084  -0.070
C  0.032  -1.740  2.184
C  -0.327  -0.355  2.618
O  0.080  0.463  1.519
C  0.031  1.887  1.693
C  0.562  2.417  0.400
O  -0.205  1.790  -0.642
C  0.524  1.486  -1.835
C  1.207  0.158  -1.707
O  0.178  -0.801  -1.399
C  0.612  -2.166  -1.300
C  0.176  -2.824  0.017
O  -0.529  -1.913  0.867
H  -0.374  -2.478  2.875
H  1.115  -1.847  2.131
H  0.198  -0.086  3.535
H  -1.405  -0.253  2.782
H  0.651  2.204  2.532
H  -1.000  2.207  1.861
H  1.615  2.154  0.290
H  0.450  3.500  0.347
H  1.249  2.268  -2.064
H  -0.212  1.452  -2.636
H  1.967  0.144  -0.922
H  1.670  -0.090  -2.664
H  1.695  -2.206  -1.409
H  0.169  -2.707  -2.134
H  1.046  -3.208  0.548
H  -0.482  -3.664  -0.196
C  -3.649  -3.178  -1.009
C  -4.118  -1.785  -0.608
C  -4.261  -1.694  0.908
C  -5.413  -1.416  -1.322
N  -3.012  -0.863  -1.038
N  -3.236  0.543  -0.799
H  -4.410  -3.910  -0.744
H  -2.726  -3.443  -0.489
H  -3.485  -3.249  -2.088
H  -4.960  -2.456  1.251
H  -4.663  -0.734  1.245
H  -3.301  -1.879  1.397
H  -6.170  -2.172  -1.115
H  -5.270  -1.384  -2.405
H  -5.814  -0.457  -0.991
H  -2.835  -1.001  -2.031
H  -3.948  0.665  -0.083
H  -3.549  1.047  -1.624

Summary:
gap between HOMO and LUMO (alpha / beta)	9.6738 / 9.7395	eV
2S+1	2
HOMO energy (alpha / beta)	-15.899 / -15.771	eV
total charge	+2

***

Below is a molecular structure, C12H20Cl2CoN4 in a non-equilibrium geometry, with properties calculated with the ωB97M-V functional and the def2-TZVPD basis.

Geometry (Å):
Co  -0.652  -0.658  0.331
C  -0.577  1.235  2.540
C  -1.122  2.215  1.496
N  -1.564  1.465  0.309
C  -1.318  2.076  -1.004
C  -0.429  1.219  -1.870
C  -0.234  1.461  -3.228
C  0.694  0.693  -3.919
C  1.465  -0.235  -3.229
C  1.223  -0.432  -1.870
C  2.078  -1.321  -1.005
N  1.476  -1.552  0.316
C  2.228  -1.079  1.491
C  1.245  -0.550  2.539
N  0.423  0.434  1.837
N  0.242  0.239  -1.248
H  -1.363  0.585  2.938
H  -0.148  1.784  3.389
H  -0.329  2.911  1.218
H  -1.942  2.798  1.924
H  -2.561  1.280  0.405
H  -0.814  3.045  -0.890
H  -2.256  2.281  -1.533
H  -0.794  2.233  -3.734
H  0.837  0.834  -4.984
H  2.239  -0.794  -3.733
H  3.055  -0.828  -0.902
H  2.267  -2.266  -1.526
H  1.303  -2.549  0.433
H  2.903  -0.272  1.198
H  2.834  -1.881  1.920
H  1.791  -0.107  3.384
H  0.610  -1.345  2.944
H  1.061  1.086  1.371
Cl  -3.130  -1.198  0.447
C  -2.906  -2.936  0.559
Cl  -1.171  -3.140  0.435
H  -3.407  -3.435  -0.276
H  -3.259  -3.296  1.530

Summary:
gap between HOMO and LUMO (alpha / beta)	9.7385 / 5.7273	eV
2S+1	5
HOMO energy (alpha / beta)	-19.586 / -19.572	eV
total charge	+3

***

Below is a molecular structure, C32H48ClFNO3PPdS2 in a non-equilibrium geometry, with properties calculated with the ωB97M-V functional and the def2-TZVPD basis.

Geometry (Å):
C  -4.342  4.603  2.173
C  -2.824  5.097  1.965
C  -1.931  4.127  1.048
C  -2.598  3.770  -0.386
C  -3.192  5.048  -1.171
C  -2.912  4.960  -2.753
C  -1.375  5.187  -3.181
C  -0.477  5.961  -2.095
C  1.081  5.867  -2.585
C  1.589  4.371  -2.286
C  2.975  4.291  -1.461
C  3.806  2.924  -1.761
C  3.083  1.612  -1.130
C  4.062  0.764  -0.160
C  3.708  -0.818  -0.137
C  3.025  -1.269  1.286
N  1.801  -2.050  0.943
C  0.774  -2.015  1.978
C  0.922  -1.357  3.398
C  -0.251  -1.379  4.438
C  -1.662  -2.030  4.115
P  -3.123  -2.053  5.320
C  -4.772  -2.242  4.392
O  -2.961  -3.556  6.183
C  -1.824  -2.700  2.710
C  -0.647  -2.694  1.699
S  -0.780  -3.522  0.036
C  0.903  -4.317  -0.091
C  2.090  -3.403  0.449
C  3.510  -4.066  0.397
C  3.779  -5.504  -0.149
C  2.548  -6.359  -0.669
S  2.942  -8.073  -1.244
O  3.179  -8.188  -2.714
O  1.941  -9.072  -0.695
F  4.410  -8.463  -0.482
C  1.091  -5.758  -0.647
C  -0.177  -6.601  -1.150
C  -0.971  -5.884  -2.386
C  -2.533  -5.642  -2.077
Cl  -3.490  -5.714  -3.673
H  -4.331  3.581  2.714
H  -4.856  4.451  1.162
H  -4.934  5.387  2.773
H  -2.845  6.133  1.447
H  -2.372  5.276  3.003
H  -1.783  3.114  1.596
H  -0.913  4.626  0.888
H  -3.439  3.008  -0.213
H  -1.760  3.329  -1.053
H  -2.848  6.036  -0.698
H  -4.345  5.030  -1.047
H  -3.185  3.877  -3.068
H  -3.629  5.633  -3.363
H  -0.930  4.153  -3.401
H  -1.338  5.788  -4.170
H  -0.788  7.077  -2.068
H  -0.497  5.497  -1.046
H  1.705  6.693  -2.095
H  1.049  6.108  -3.713
H  0.805  3.779  -1.681
H  1.699  3.838  -3.310
H  3.584  5.223  -1.769
H  2.769  4.416  -0.330
H  4.911  3.024  -1.435
H  3.827  2.826  -2.913
H  2.743  0.966  -2.047
H  2.156  1.985  -0.545
H  5.121  0.874  -0.609
H  4.045  1.263  0.867
H  2.934  -1.016  -0.957
H  4.657  -1.417  -0.349
H  2.812  -0.271  1.826
H  3.771  -1.841  1.950
H  1.913  -0.869  3.701
H  -0.115  -0.916  5.477
H  -4.604  -2.954  3.510
H  -5.081  -1.217  3.986
H  -5.571  -2.664  5.098
H  -2.565  -4.172  5.510
H  -2.801  -3.216  2.375
H  4.438  -3.478  0.734
H  4.853  -5.916  -0.164
H  -0.931  -6.652  -0.272
H  0.073  -7.657  -1.502
H  -0.849  -6.568  -3.309
H  -0.459  -4.873  -2.581
H  -2.760  -4.597  -1.647
H  -2.950  -6.434  -1.357
Pd  3.234  -0.117  -3.353

Summary:
gap between HOMO and LUMO	2.1910	eV
2S+1	1
HOMO energy	-13.227	eV
total charge	+2